Entry from the Open Molecules 2025 dataset: a structure of composition C48H51BF2N5SiTl (wB97M-V/def2-TZVPD).

## Properties
Electronic energy in hartree: -2820.14686
Charge: -2
HOMO level (alpha / beta) in Ha: 0.0166 / 0.0137

CARTESIAN COORDINATES (ANGSTROEM)
Tl  -0.3379  0.9165  -0.7476
C  -1.6552  -0.6255  3.6590
C  -2.5816  -1.6537  3.4063
C  -3.1310  -1.7862  2.1604
C  -2.7758  -0.8738  1.1179
N  -1.8669  0.1158  1.3857
C  -1.3392  0.2089  2.5969
C  -3.3399  -0.9349  -0.1914
C  -4.2280  -1.9830  -0.5840
C  -4.7301  -2.0240  -1.8490
C  -4.3423  -1.0423  -2.7828
C  -3.4641  -0.0592  -2.3432
N  -3.0054  0.0412  -1.1004
C  -2.9481  0.9465  -3.3236
C  -2.7723  0.5905  -4.6629
C  -2.2532  1.5164  -5.5491
C  -1.9218  2.7781  -5.0833
C  -2.1273  3.0436  -3.7386
N  -2.6251  2.1626  -2.8767
H  -1.2016  -0.4832  4.6307
H  -2.8642  -2.3460  4.1934
H  -3.8386  -2.5836  1.9780
H  -0.6285  1.0236  2.7172
H  -4.4830  -2.7699  0.1127
H  -5.3942  -2.8280  -2.1463
H  -4.7217  -1.0541  -3.7948
H  -2.9965  -0.4169  -4.9860
H  -2.0896  1.2471  -6.5861
H  -1.4889  3.5302  -5.7296
H  -1.8654  4.0135  -3.3261
C  4.1994  -0.4023  -2.5028
C  3.7053  0.3583  -1.2772
C  4.3350  1.7542  -1.2352
C  3.9317  -0.3644  0.0321
C  4.9811  -1.2592  0.1913
C  5.2132  -1.8851  1.4078
C  4.3730  -1.6244  2.4744
C  3.3051  -0.7384  2.3582
C  2.3947  -0.5084  3.5522
C  3.0947  0.3195  4.6329
C  1.8786  -1.8228  4.1349
C  3.0962  -0.0846  1.1314
N  2.0345  0.8316  0.9833
C  2.1648  1.9601  1.5896
C  1.2079  3.0090  1.6789
C  1.4359  4.2311  2.3358
C  0.2511  4.9520  2.2193
C  -0.6418  4.1178  1.5075
N  -0.0732  2.9489  1.1938
C  -2.0313  4.4729  1.0202
C  -1.9323  4.8517  -0.4637
C  -2.5858  5.6607  1.8089
C  -2.9848  3.2863  1.1559
H  3.8277  0.0884  -3.4047
H  3.8379  -1.4315  -2.5068
H  5.2931  -0.4131  -2.5576
H  2.6242  0.4894  -1.3769
H  5.4143  1.6740  -1.0696
H  3.9063  2.3585  -0.4355
H  4.1660  2.2812  -2.1775
H  5.6260  -1.4754  -0.6521
H  6.0336  -2.5860  1.5155
H  4.5363  -2.1326  3.4186
H  1.5286  0.0545  3.2051
H  3.9844  -0.2006  5.0014
H  2.4242  0.4892  5.4796
H  3.4082  1.2912  4.2488
H  2.6923  -2.4281  4.5459
H  1.3693  -2.4106  3.3737
H  1.1696  -1.6237  4.9423
H  3.1106  2.1804  2.1059
H  2.3555  4.5319  2.8201
H  0.0509  5.9435  2.5988
H  -1.2151  5.6639  -0.6098
H  -2.9088  5.1628  -0.8526
H  -1.6026  3.9837  -1.0341
H  -1.9834  6.5599  1.6543
H  -2.6028  5.4430  2.8794
H  -3.6075  5.8790  1.4840
H  -2.6387  2.4242  0.5891
H  -3.9783  3.5632  0.7860
H  -3.0751  2.9746  2.2000
F  1.3881  3.6530  -2.0929
B  1.0573  2.3603  -2.2692
F  1.2698  1.9819  -3.5570
C  1.4566  -4.8759  2.2430
C  2.4090  -4.4723  1.3156
C  2.0692  -3.5787  0.3082
C  0.7815  -3.0440  0.2055
C  -0.1468  -3.4284  1.1815
C  0.1742  -4.3472  2.1722
Si  0.2705  -1.8415  -1.1784
C  -0.8706  -2.8661  -2.3178
C  -1.6786  -3.9253  -1.8948
C  -2.5105  -4.6067  -2.7745
C  -2.5728  -4.2397  -4.1114
C  -1.7894  -3.1803  -4.5550
C  -0.9583  -2.5107  -3.6708
H  1.7182  -5.5783  3.0269
H  3.4237  -4.8504  1.3779
H  2.8247  -3.2806  -0.4106
H  -1.1396  -2.9884  1.1783
H  -0.5733  -4.6238  2.9080
H  1.5050  -1.8460  -2.0475
H  -1.6547  -4.2341  -0.8555
H  -3.1214  -5.4252  -2.4082
H  -3.2284  -4.7646  -4.7972
H  -1.8301  -2.8724  -5.5950
H  -0.3551  -1.6845  -4.0388